(1)
C4H6OS2 in the gas phase at a distorted geometry. Source: the OMol25 dataset; level of theory: ωB97M-V/def2-TZVPD.

SMILES: O=C[C@@H]1[C@H](S)[C@@H]1S
Kohn-Sham gap, eV: 9.69
E_tot, eV: -27961.5702
Energy relative to the best compared isomer or geometry (same formula, charge and spin), kcal/mol: 39.4
Max |F|, eV/A: 2.18
Charge: 0

```
13
Properties=species:S:1:pos:R:3:forces:R:3:mulliken_charge:R:1
S 0.15176 -1.90106 1.37564 0.21 -0.20 0.05 -0.189
H 1.97377 1.17136 -1.54614 -0.08 -0.20 0.14 0.148
S 2.03817 0.20145 -0.61080 -0.37 0.22 0.29 -0.189
H 1.11218 -1.99526 0.41144 -0.43 0.24 0.43 0.098
H -0.40032 -1.19655 -1.39389 -0.11 -0.08 0.30 0.198
C -0.20825 -0.14349 1.28730 1.12 0.26 -1.85 -0.323
H 0.73339 1.76218 0.75656 0.13 0.01 -0.15 0.362
H -0.49375 0.30297 2.22746 0.00 -0.15 0.04 0.334
C -0.81597 0.44806 0.01919 -0.81 -0.19 -0.02 0.231
O -2.08614 -0.29115 -1.91067 -0.39 0.32 0.40 -0.459
H -1.44229 1.29917 0.20478 -0.65 0.07 -0.25 0.377
C 0.60134 0.77420 0.33491 0.43 -0.43 0.85 -0.487
C -1.16388 -0.43189 -1.15579 0.95 0.14 -0.22 -0.100
```
Positions in Å, forces in eV/Å.

---

(2)
A molecular structure, C4H6OS2 at a distorted geometry. Source: the OMol25 dataset; level of theory: ωB97M-V/def2-TZVPD.

Kohn-Sham gap, eV: 9.35
E_tot, eV: -27959.3009
Energy relative to the best compared isomer or geometry (same formula, charge and spin), kcal/mol: 91.7
Max |F|, eV/A: 6.73
Charge: 0

```
13
Properties=species:S:1:pos:R:3:forces:R:3:mulliken_charge:R:1
H -0.55743 1.30976 1.33898 -0.44 -2.02 -0.93 0.283
H 1.65107 1.63389 1.31259 -0.48 1.83 1.07 0.385
H 0.32210 -1.60291 -1.71141 -1.32 1.13 0.48 0.292
H -1.44088 -1.87524 0.96221 3.55 1.09 1.70 0.154
O -1.75220 -1.40007 -1.78100 1.05 -0.05 0.00 -0.433
H 2.26144 0.21828 0.84652 -1.79 -0.28 -0.93 0.317
S 0.09335 -1.30829 1.56361 -4.96 0.16 -2.15 -0.237
C -0.15197 0.43857 0.69514 2.32 -1.22 6.20 -0.036
H -1.45364 0.92026 -0.77068 -3.13 1.50 -0.98 0.470
C 1.33244 0.86937 0.67840 1.39 -1.09 -1.16 -0.779
C -0.59798 0.40341 -0.67716 3.99 -2.25 -2.14 -0.156
S 0.94786 1.40470 -0.99201 0.08 0.33 -1.74 -0.158
C -0.65416 -1.01174 -1.46518 -0.25 0.87 0.58 -0.102
```
Positions in Å, forces in eV/Å.

---

(3)
C4H6OS2 in the gas phase at a distorted geometry. Source: the OMol25 dataset; level of theory: ωB97M-V/def2-TZVPD.

Kohn-Sham gap, eV: 8.91
E_tot, eV: -27960.3469
Energy relative to the best compared isomer or geometry (same formula, charge and spin), kcal/mol: 67.6
Max |F|, eV/A: 3.21
Charge: 0

```
13
Properties=species:S:1:pos:R:3:forces:R:3:mulliken_charge:R:1
H -1.89794 -0.25868 -0.17665 -1.67 1.58 -0.70 0.343
O 1.38030 -0.89135 -0.82135 -0.86 1.14 0.72 -0.624
H -1.30767 -0.53125 1.96780 0.90 -0.68 0.10 0.426
H 1.57399 2.96510 0.05990 0.24 -0.40 -0.72 0.128
S 0.45608 0.90501 1.37732 -0.36 0.31 -0.18 -0.107
H -1.36016 -1.85023 -0.65493 0.71 0.93 1.74 0.271
H 0.32798 -1.32295 1.48754 0.01 -1.17 0.54 0.361
C 0.12224 -0.33874 -0.99772 0.36 1.45 0.68 0.009
S 1.67428 2.16708 -1.05463 -0.84 -0.48 1.00 -0.143
C 0.72095 0.86038 -0.28445 1.10 -0.91 -2.13 0.219
C -0.45356 -0.64005 1.26769 -2.28 -0.69 0.22 -0.677
C -1.05189 -0.85166 -0.17110 2.81 -1.52 0.26 -0.705
H -0.18461 -0.21266 -1.99942 -0.11 0.44 -1.53 0.500
```
Positions in Å, forces in eV/Å.

---

(4)
A molecular structure, C4H6OS2 at a distorted geometry. Source: the OMol25 dataset; level of theory: ωB97M-V/def2-TZVPD.

Kohn-Sham gap, eV: 6.14
E_tot, eV: -27952.2869
Energy relative to the best compared isomer or geometry (same formula, charge and spin), kcal/mol: 253.5
Max |F|, eV/A: 7.23
Charge: 0

```
13
Properties=species:S:1:pos:R:3:forces:R:3:mulliken_charge:R:1
C -0.00577 -0.97610 -0.68826 -0.81 -0.26 1.03 0.219
O 1.49315 0.91956 -0.23478 1.65 -3.66 -4.97 -0.593
H -1.26772 1.03360 -0.86059 1.15 -4.11 -2.05 0.270
S -0.01968 -2.58115 -0.77080 0.98 -0.70 0.21 -0.163
H 1.22218 -0.94909 0.97710 0.53 0.79 -0.52 0.313
C 0.68738 -0.20853 0.34822 1.64 2.77 2.66 0.299
S -2.19292 -1.01368 -2.43117 3.05 2.89 2.63 -0.117
H -0.01668 0.08559 2.81736 -0.70 2.21 -4.38 0.253
H 1.95835 0.52544 -1.32771 -1.98 1.73 5.09 0.345
H -1.50160 0.58656 0.81559 3.97 1.24 2.74 0.209
C -0.15773 0.73721 1.41202 -0.06 -1.65 0.08 -0.829
C -1.00230 -0.22425 -1.33466 -6.14 2.33 -3.01 -0.471
H 0.80334 2.06484 1.27769 -3.28 -3.58 0.51 0.266
```
Positions in Å, forces in eV/Å.

---

(5)
A molecular structure, C4H6OS3 at a distorted geometry. Source: the OMol25 dataset; level of theory: ωB97M-V/def2-TZVPD.

Kohn-Sham gap, eV: 8.05
E_tot, eV: -38793.0899
Energy relative to the best compared isomer or geometry (same formula, charge and spin), kcal/mol: 115.6
Max |F|, eV/A: 5.76
Charge: 0

```
14
Properties=species:S:1:pos:R:3:forces:R:3:mulliken_charge:R:1
H 2.85209 -0.93887 -1.23405 -3.37 -1.34 -0.90 0.167
H 1.46504 0.63334 -0.23958 -0.31 0.41 -0.05 0.339
C -0.87248 0.42865 0.76636 0.04 -0.06 0.99 -0.032
H -2.81753 0.18825 -2.50478 2.70 -2.36 2.22 0.169
S 1.34991 -1.40047 -1.59377 3.43 2.19 1.71 -0.198
O 1.29546 0.00037 1.89026 -2.55 0.63 2.50 -0.490
S -1.73174 -0.87150 -1.61914 -2.32 2.39 -1.96 -0.225
H 0.86857 0.72571 2.53748 1.02 -2.42 -1.96 0.296
S -1.34564 1.58232 1.75146 -0.68 0.62 0.25 -0.298
C -0.70205 0.32689 -0.72433 -2.74 5.04 -0.50 0.063
H -0.92738 1.54067 -1.06024 0.90 -3.70 0.16 0.283
H -0.34478 -1.56894 1.31289 2.20 1.56 -0.53 0.242
C 0.67627 -0.09140 -0.35488 1.31 -3.95 -1.96 -0.540
C 0.23426 -0.55503 1.07233 0.35 0.99 0.04 0.224
```
Positions in Å, forces in eV/Å.

---

(6)
C4H6P2 in the gas phase at a distorted geometry. Source: the OMol25 dataset; level of theory: ωB97M-V/def2-TZVPD.

SMILES: C=P#[PH]C#CC
Kohn-Sham gap, eV: 8.87
E_tot, eV: -22819.2005
Energy relative to the best compared isomer or geometry (same formula, charge and spin), kcal/mol: 41.4
Max |F|, eV/A: 3.86
Charge: 0

```
12
Properties=species:S:1:pos:R:3:forces:R:3:mulliken_charge:R:1
H 1.24475 2.44839 1.12766 -0.77 -0.39 -0.77 0.274
C 0.16500 0.63161 1.11412 0.45 1.72 0.35 0.542
H 0.03093 2.37375 2.17986 -1.44 0.93 3.08 0.356
C 0.20220 2.05213 1.23729 0.49 1.07 -3.67 -1.165
C -0.78953 -1.12465 -2.10750 0.31 0.01 -0.84 -0.341
H -0.96047 -0.92901 -3.19078 0.20 -0.25 0.93 0.252
H -1.15910 -0.37331 -1.42642 -0.25 0.12 0.04 0.136
H -0.54015 2.51325 0.46777 1.47 -0.45 1.45 0.228
P -0.03555 -2.25404 0.59777 1.43 0.80 0.63 -0.112
H 1.36861 -2.40740 0.59569 0.08 -1.01 0.32 0.053
C 0.33309 -0.53417 0.99202 -1.34 -2.91 -0.91 -0.204
P 0.14021 -2.39654 -1.58748 -0.63 0.37 -0.63 -0.019
```
Positions in Å, forces in eV/Å.

---

(7)
C4H6S in the gas phase at a distorted geometry. Source: the OMol25 dataset; level of theory: ωB97M-V/def2-TZVPD.

SMILES: C=C/C=C/S
Kohn-Sham gap, eV: 9.06
E_tot, eV: -15078.4861
Energy relative to the best compared isomer or geometry (same formula, charge and spin), kcal/mol: 30.1
Max |F|, eV/A: 2.79
Charge: 0

```
11
Properties=species:S:1:pos:R:3:forces:R:3:mulliken_charge:R:1
H -3.66625 -0.64012 1.03841 0.28 0.64 -1.51 0.136
C -0.45672 0.19251 -0.30388 0.62 1.88 -1.96 0.045
S -3.18213 -0.12400 -0.18110 -0.25 -0.51 1.82 -0.215
C 1.84687 -0.70266 -0.36743 -0.20 2.24 1.48 -0.721
C 0.84235 -0.06890 0.30063 0.44 -1.95 -1.42 -0.280
H 0.78127 -0.06758 1.38756 0.67 0.07 -0.06 0.287
C -1.51812 -0.09443 0.41793 -0.89 -0.64 0.73 -0.296
H -1.36016 -0.48123 1.45362 -0.28 0.34 -0.98 0.199
H 2.08624 -0.73901 -1.41519 -0.89 -0.09 -0.46 0.299
H -0.46962 0.70241 -1.34707 -0.26 -1.32 1.74 0.275
H 2.72209 -0.84502 0.21263 0.77 -0.67 0.63 0.272
```
Positions in Å, forces in eV/Å.

---

(8)
2 unconnected molecules or ions with the total composition C4H6S at a distorted geometry. Source: the OMol25 dataset; level of theory: ωB97M-V/def2-TZVPD.

Kohn-Sham gap, eV: 9.08
E_tot, eV: -15075.4465
Energy relative to the best compared isomer or geometry (same formula, charge and spin), kcal/mol: 100.2
Max |F|, eV/A: 3.41
Charge: 0

```
11
Properties=species:S:1:pos:R:3:forces:R:3:mulliken_charge:R:1
H -2.92458 0.61849 -1.70654 1.67 0.46 -0.18 0.243
C 1.08686 0.42951 2.12277 -0.78 0.08 -0.50 -0.153
C -0.67554 0.69247 -1.65183 -1.29 -0.37 -2.73 -0.480
H -2.03310 0.01657 -3.27083 0.64 1.47 2.77 0.139
C 1.57179 -0.97572 2.15718 0.38 -0.19 0.63 -0.330
H 1.01089 -1.87849 2.33907 -0.54 0.09 -0.47 0.274
C -1.89412 0.54251 -2.17555 -1.76 -2.14 -1.99 -0.430
H 2.51689 -1.11385 1.69560 0.66 -0.41 -0.64 0.230
H -0.47108 1.17397 -0.75213 0.39 0.42 1.52 0.333
H 0.10003 0.43832 -2.37274 0.37 0.15 0.64 0.199
S 1.71197 0.05621 3.61501 0.27 0.43 0.96 -0.024
```
Positions in Å, forces in eV/Å.

---

(9)
2 unconnected molecules or ions with the total composition C4H6S2 at a distorted geometry. Source: the OMol25 dataset; level of theory: ωB97M-V/def2-TZVPD.

Kohn-Sham gap (alpha / beta), eV: 7.91 / 7.69
E_tot, eV: -25910.8057
Energy relative to the best compared isomer or geometry (same formula, charge and spin), kcal/mol: 103.4
Max |F|, eV/A: 1.92
Charge: 0

```
12
Properties=species:S:1:pos:R:3:forces:R:3:mulliken_charge:R:1
H 2.03423 0.40176 1.68276 -0.09 0.16 0.35 0.342
H 2.29761 -1.08842 0.62916 0.10 -0.29 0.01 0.328
H 2.32075 0.58563 -0.12535 0.10 0.20 -0.18 0.305
H -0.40391 -1.60254 2.20633 0.07 -0.01 0.05 0.138
H -2.08604 1.54040 -2.12555 -0.06 0.16 0.00 0.234
S -0.77910 -1.87071 0.95203 -0.25 -0.20 -0.22 -0.158
C 2.08771 -0.04164 0.71176 -1.52 -0.18 -0.61 -0.911
C -1.06818 0.46768 -0.66106 -0.08 0.33 0.37 0.224
S -1.14569 1.26670 0.92862 -0.07 -0.04 -0.12 -0.144
H -1.31452 -0.04614 -2.66243 0.08 -0.17 -0.12 0.250
C -0.43118 -0.27784 0.34311 1.72 0.20 0.83 -0.114
C -1.51167 0.66513 -1.87937 0.00 -0.14 -0.36 -0.494
```
Positions in Å, forces in eV/Å.

---

(10)
A molecular structure, C4H6S2 at a distorted geometry. Source: the OMol25 dataset; level of theory: ωB97M-V/def2-TZVPD.

Kohn-Sham gap, eV: 8.56
E_tot, eV: -25914.6274
Energy relative to the best compared isomer or geometry (same formula, charge and spin), kcal/mol: 15.3
Max |F|, eV/A: 3.73
Charge: 0

```
12
Properties=species:S:1:pos:R:3:forces:R:3:mulliken_charge:R:1
C -1.72965 -0.16140 0.42927 -3.64 0.81 -0.01 -0.638
H -1.20371 2.89334 -0.17248 0.93 -1.28 0.01 0.313
H -2.64417 0.06964 -0.22920 1.44 0.02 0.83 0.315
H 0.43766 2.27004 -0.73026 -0.82 -0.10 0.59 0.305
S -0.69114 -1.36622 -0.30340 0.34 -1.89 -0.72 -0.121
C -0.60684 1.95943 -0.46873 0.18 3.28 0.20 -1.396
C -0.61304 0.84643 0.51299 0.89 0.12 -0.56 0.331
H -2.15929 -0.37374 1.42544 0.42 -0.40 -0.45 0.315
S 2.07183 -0.05849 0.09271 -0.76 -0.11 -0.44 -0.241
H -1.03619 1.70417 -1.38636 -0.73 -0.86 -1.56 0.412
C 0.44611 -0.14539 0.01978 1.37 0.48 1.63 0.019
H -0.46466 1.23748 1.50394 0.38 -0.08 0.49 0.386
```
Positions in Å, forces in eV/Å.